(1)
C34H29ClIInN6O2S as an isolated structure. Source: the OMol25 dataset; level of theory: ωB97M-V with the def2-TZVPD basis set.

## Properties
HOMO level   -7.49 eV
Kohn-Sham gap   6.55 eV

```
! RIJCOSX wB97M-V def2-TZVPD def2/J DEFGRID3
* xyz 0 1
In 0.77572 0.00281 -0.27914
C -2.08402 1.35363 -3.83836
C -2.45774 2.03674 -2.56282
N -3.48664 2.84424 -2.56898
C -3.83225 3.47641 -1.43172
C -3.16699 3.32139 -0.24322
C -3.65986 4.07581 0.96477
O -2.69273 4.97113 1.50201
C -2.04450 2.45287 -0.20513
C -1.44094 2.19493 1.08404
N -0.47690 1.38986 1.37562
C -0.39409 1.08083 2.76305
C -1.55640 0.73091 3.45298
C -1.52771 0.40398 4.79572
C -0.32569 0.40865 5.48532
C 0.84487 0.71882 4.81267
C 0.80704 1.03810 3.46490
I 2.59788 1.37718 2.47560
C -1.66995 1.79053 -1.38610
O -0.65808 0.99156 -1.48266
H -2.68801 1.75646 -4.64761
H -2.24859 0.27581 -3.76836
H -1.02463 1.49077 -4.05746
H -4.69308 4.13033 -1.49534
H -3.91355 3.40080 1.78535
H -4.57626 4.60973 0.69345
H -2.43748 5.58312 0.80298
H -1.92338 2.71799 1.90816
H -2.48704 0.67097 2.90490
H -2.44492 0.12695 5.29617
H -0.29115 0.15174 6.53435
H 1.79377 0.70012 5.32882
S 0.31862 -1.73003 1.36713
C -0.79984 -2.69223 0.41956
N -1.58102 -3.51244 1.02961
N -2.54524 -4.16374 0.35033
C -3.36684 -3.69148 -0.68538
C -4.03780 -4.63172 -1.46013
C -4.89392 -4.21983 -2.47169
C -5.08298 -2.87134 -2.72676
C -4.42327 -1.93488 -1.93843
C -3.58014 -2.33304 -0.91826
N -0.86534 -2.66765 -0.98272
N -0.17595 -1.84307 -1.60087
C -0.30336 -1.96357 -3.02500
C -1.12785 -2.92983 -3.59977
C -1.22278 -2.99729 -4.97631
C -0.50360 -2.11507 -5.77618
C 0.30767 -1.15471 -5.19416
C 0.40354 -1.07502 -3.81320
H -2.90940 -4.94220 0.87681
H -3.87017 -5.68597 -1.28231
H -5.40057 -4.96393 -3.07188
H -5.73536 -2.55043 -3.52595
H -4.56752 -0.87714 -2.11734
H -3.08020 -1.58668 -0.31354
H -1.68980 -3.60548 -2.97028
H -1.86502 -3.74056 -5.42898
H -0.58539 -2.17473 -6.85317
H 0.85896 -0.45489 -5.80630
H 0.99636 -0.30169 -3.35523
Cl 3.57418 -1.83730 -1.13715
C 3.60248 -0.75758 -2.50721
C 4.11142 -1.22008 -3.70700
C 4.09712 -0.38852 -4.81618
C 3.56982 0.89077 -4.70559
C 3.07233 1.33333 -3.49099
C 3.07373 0.51914 -2.35705
C 2.53555 0.98817 -1.05794
H 4.50241 -2.22590 -3.76612
H 4.49091 -0.74308 -5.75795
H 3.55197 1.54853 -5.56373
H 2.66370 2.33260 -3.40702
H 3.29449 0.85298 -0.28938
H 2.26301 2.04266 -1.10510
*
```

***

(2)
C34H29IrN9OS as an isolated structure. Source: the OMol25 dataset; level of theory: ωB97M-V with the def2-TZVPD basis set.

## Properties
HOMO level (alpha / beta)   -14.12 / -14.42 eV
Kohn-Sham gap (alpha / beta)   6.50 / 4.21 eV
⟨S²⟩   6.055

```
! RIJCOSX wB97M-V def2-TZVPD def2/J DEFGRID3
* xyz 3 5
Ir -1.70507 1.80121 0.19515
C 8.59984 -7.37858 -0.39759
O 8.64992 -5.93798 -0.18529
C 7.57946 -5.22081 -0.16535
C 7.79413 -3.82283 0.05772
C 6.73685 -2.98081 0.10824
C 5.41348 -3.47567 -0.06326
C 5.21273 -4.87258 -0.29918
C 6.26179 -5.73081 -0.34782
C 4.26872 -2.62543 -0.00598
N 3.01290 -3.03770 -0.19682
C 2.24709 -1.93993 -0.05618
C 3.02528 -0.82210 0.22589
N 4.30342 -1.27253 0.25378
C 2.46560 0.47684 0.46229
C 3.19200 1.63107 0.77951
C 2.51961 2.79816 1.04365
C 1.13137 2.79544 0.99850
N 0.42496 1.71417 0.67693
C 1.06967 0.56752 0.38604
C 0.25047 -0.56398 -0.03447
N -1.05911 -0.32085 -0.26821
C -1.81296 -1.32450 -0.68605
C -1.33374 -2.62241 -0.85649
C -0.00712 -2.88015 -0.62198
C 0.81656 -1.82409 -0.22328
H 9.62950 -7.70771 -0.37814
H 8.15472 -7.59727 -1.36459
H 8.03941 -7.85064 0.40480
H 8.81149 -3.47376 0.18190
H 6.92011 -1.92668 0.27590
H 4.20214 -5.23137 -0.43649
H 6.09718 -6.78435 -0.52203
H 5.12770 -0.72471 0.43567
H 4.27471 1.61034 0.81717
H 3.04864 3.70523 1.30036
H 0.56646 3.68235 1.25468
H -2.83080 -1.08345 -0.93620
H -2.00491 -3.39928 -1.19662
H 0.41807 -3.86657 -0.75772
C -0.15506 6.14325 -1.67983
N -1.31813 5.77367 -0.86775
C -1.94889 6.62135 0.03174
C -2.96139 5.93275 0.58093
N -2.95163 4.66315 0.00070
C -1.92463 4.58088 -0.87427
S -1.49159 3.21005 -1.81113
C -4.00087 3.70591 0.24872
C -5.24488 4.19553 0.21425
C -6.33117 3.36210 0.68236
C -6.07444 2.15830 1.17310
C -4.67186 1.60900 1.24605
N -3.64486 2.39825 0.56481
H -0.30245 7.14711 -2.06812
H -0.05750 5.44961 -2.50840
H 0.74943 6.12461 -1.07430
H -1.62219 7.63447 0.19465
H -3.68476 6.20877 1.32766
H -5.41843 5.21070 -0.11095
H -7.34460 3.74202 0.65823
H -6.84852 1.52416 1.59166
H -4.40608 1.46900 2.29827
N -5.44057 0.93288 -1.38138
C -5.30518 -0.05496 -0.49687
C -5.72863 -1.37024 -0.79081
C -5.51711 -2.37384 0.10754
C -4.84271 -2.10948 1.31883
C -4.49283 -0.82991 1.58998
N -4.74548 0.19292 0.71856
H -5.90980 0.75326 -2.25259
H -5.09321 1.86364 -1.21443
H -6.23544 -1.54912 -1.73120
H -5.86675 -3.37517 -0.11083
H -4.64369 -2.88831 2.04081
H -4.03636 -0.53912 2.52554
*
```

***

(3)
C34H30Cl2N9O6STi as an isolated structure at a distorted geometry. Source: the OMol25 dataset; level of theory: ωB97M-V with the def2-TZVPD basis set.

## Properties
HOMO level (alpha / beta)   -6.36 / -7.83 eV
Kohn-Sham gap (alpha / beta)   5.98 / 7.20 eV
⟨S²⟩   0.778

```
! RIJCOSX wB97M-V def2-TZVPD def2/J DEFGRID3
* xyz 0 2
Ti 1.01894 0.20318 -0.97358
O -0.68803 3.94294 -2.63702
C -1.87748 3.39824 -2.96599
C -2.81597 4.25747 -3.54078
C -4.07772 3.80486 -3.86912
C -4.44115 2.48140 -3.62371
C -3.51568 1.62183 -3.07269
C -2.22402 2.05179 -2.75065
C -1.25685 1.07532 -2.23018
O -0.08920 1.49307 -1.79424
N -1.52613 -0.19865 -2.26611
N -0.42547 -0.88065 -1.79474
C -0.38302 -2.18756 -1.85076
C 0.83341 -2.77904 -1.39505
C 1.03640 -4.16191 -1.31733
C 2.23855 -4.64152 -0.85744
C 3.23230 -3.73513 -0.47987
C 2.96590 -2.38919 -0.58736
N 1.80360 -1.90110 -1.03262
H -0.12565 3.27618 -2.20805
H -2.52096 5.28654 -3.71362
H -4.78786 4.48908 -4.31893
H -5.43599 2.13111 -3.87090
H -3.76188 0.58480 -2.87981
H -1.20397 -2.76654 -2.24699
H 0.23435 -4.82787 -1.61356
H 2.41610 -5.70859 -0.78398
H 4.18940 -4.06927 -0.10381
H 3.71249 -1.66571 -0.28641
N -0.93198 2.58119 0.86705
N -0.69299 3.94521 0.80388
C 0.49778 4.41308 0.39294
N 0.63135 5.76092 0.53360
S 1.76926 3.48760 -0.18635
H -1.91684 2.40478 0.74751
H -0.57904 2.16389 1.71541
H -1.26069 4.55469 1.36719
H -0.19315 6.33108 0.63242
H 1.40165 6.16598 0.03664
O 2.09595 0.42277 -2.58629
N 3.34567 0.63800 -2.42884
N 3.67705 0.70775 -1.21014
O 2.77130 0.57707 -0.25106
C 5.06294 0.86215 -0.83425
C 5.34625 1.06373 0.50437
C 6.67183 1.18668 0.89730
C 7.68966 1.10850 -0.04052
C 7.38244 0.91209 -1.38177
C 6.06654 0.78601 -1.78994
H 4.53276 1.13498 1.21306
H 6.90439 1.34627 1.94250
H 8.72329 1.20568 0.27062
H 8.17544 0.85235 -2.11598
H 5.81054 0.63333 -2.82952
Cl -2.87037 -2.62847 -0.12476
C -3.81162 -1.41065 0.66969
C -4.97403 -0.99146 0.04907
C -5.71525 0.05130 0.57628
C -5.28541 0.67183 1.73805
C -4.13780 0.22633 2.36753
Cl -3.67151 0.98316 3.86894
C -3.35565 -0.82989 1.86814
N -2.17413 -1.17867 2.49575
C -1.75193 -2.49170 2.81953
C -2.70592 -3.45609 3.14768
C -2.33788 -4.71667 3.57251
C -0.99008 -5.02934 3.70121
C -0.04420 -4.07812 3.36149
C -0.39177 -2.80665 2.89703
C 0.77930 -1.92866 2.45126
C 0.48082 -0.50745 2.01153
O 0.29688 0.37441 2.83559
O 0.45644 -0.33674 0.71617
H -5.27777 -1.47641 -0.87086
H -6.62083 0.38363 0.08477
H -5.84568 1.48971 2.17349
H -1.79058 -0.47099 3.10203
H -3.75707 -3.19506 3.07725
H -3.09931 -5.44591 3.82190
H -0.67975 -6.00484 4.05872
H 1.01181 -4.32467 3.43116
H 1.26863 -2.43642 1.61905
H 1.48888 -1.86638 3.27530
*
```

***

(4)
C34H30CrN6S5 as an isolated structure. Source: the OMol25 dataset; level of theory: ωB97M-V with the def2-TZVPD basis set.

## Properties
HOMO level (alpha / beta)   -4.91 / -7.10 eV
Kohn-Sham gap (alpha / beta)   4.55 / 6.42 eV
⟨S²⟩   6.069

```
! RIJCOSX wB97M-V def2-TZVPD def2/J DEFGRID3
* xyz 0 5
Cr -0.93752 1.70682 0.00250
S 0.92211 3.06258 -0.32483
C 0.24106 4.07696 -1.58553
C 0.69467 5.38957 -1.76034
C 0.18382 6.19909 -2.75834
C -0.79411 5.72654 -3.62992
C -1.24632 4.42786 -3.49321
C -0.74427 3.62517 -2.47482
S -1.22215 1.91498 -2.36955
C -3.05121 1.91601 -2.20197
C -3.47085 0.86015 -1.21136
C -4.62353 0.11640 -1.38677
C -4.98423 -0.80874 -0.42089
C -4.18572 -0.96625 0.69455
C -3.02798 -0.21280 0.79908
C -2.07209 -0.38090 1.95240
S -1.21831 1.18360 2.36100
C -2.66323 2.13820 2.79372
C -3.32058 1.81966 3.98205
C -4.46949 2.49765 4.34179
C -4.94020 3.51395 3.51414
C -4.27273 3.84415 2.35037
C -3.11177 3.16169 1.95398
S -2.26153 3.64751 0.50337
N -2.69202 0.67531 -0.13777
H 1.44687 5.76382 -1.07749
H 0.54480 7.21543 -2.85624
H -1.18718 6.35958 -4.41418
H -1.99375 4.03726 -4.17437
H -3.49765 1.72282 -3.17492
H -3.32793 2.90909 -1.84589
H -5.23592 0.27393 -2.26424
H -5.88238 -1.40137 -0.53873
H -4.43873 -1.67754 1.46899
H -1.28235 -1.09409 1.70215
H -2.59535 -0.72465 2.84135
H -2.92084 1.03777 4.61928
H -4.98892 2.23930 5.25523
H -5.83832 4.05472 3.78717
H -4.63440 4.64129 1.71366
S 2.63678 0.87929 -2.65721
C 3.94054 0.88722 -1.63813
N 4.01693 0.25560 -0.44780
C 5.32204 0.35860 0.18426
C 6.02968 1.40815 -0.69824
N 5.13229 1.50432 -1.84376
H 3.29376 -0.38838 -0.16659
H 5.85018 -0.59619 0.17048
H 5.23282 0.69061 1.21721
H 7.01966 1.07797 -1.00806
H 6.12762 2.36624 -0.18370
H 5.21869 2.20772 -2.55386
N 1.32922 -5.05053 -0.43114
C 2.03111 -6.14481 0.03492
C 2.05390 -7.47629 -0.35310
C 2.90667 -8.32118 0.34548
C 3.69580 -7.83949 1.39543
C 3.66602 -6.50711 1.77513
C 2.82353 -5.64051 1.08109
N 2.61221 -4.28713 1.23887
C 1.71853 -3.95431 0.32451
C 1.19883 -2.64715 0.11996
C 1.63681 -1.55181 0.92395
C 1.10154 -0.31983 0.75843
N 0.10918 -0.01874 -0.15434
C -0.26500 -1.05648 -0.98339
C 0.22832 -2.31775 -0.88319
H 0.67078 -5.05293 -1.18745
H 1.43776 -7.83804 -1.16747
H 2.96205 -9.36660 0.07159
H 4.34686 -8.52851 1.91990
H 4.28070 -6.14023 2.58770
H 2.40893 -1.71692 1.66573
H 1.43907 0.51602 1.36261
H -0.98988 -0.83159 -1.75644
H -0.12373 -3.05171 -1.59879
*
```

***

(5)
C34H31AsBrF4FeN2O9P3S as an isolated structure at a distorted geometry. Source: the OMol25 dataset; level of theory: ωB97M-V with the def2-TZVPD basis set.

## Properties
HOMO level (alpha / beta)   -11.35 / -11.52 eV
Kohn-Sham gap (alpha / beta)   7.76 / 7.11 eV
⟨S²⟩   8.760

```
! RIJCOSX wB97M-V def2-TZVPD def2/J DEFGRID3
* xyz 1 6
Fe -0.72942 -0.30996 0.29281
O 1.03667 7.13065 0.63184
C 0.58382 6.77056 -0.59001
O 0.47039 7.57525 -1.46429
C 0.23975 5.32114 -0.76932
C 0.89572 4.31110 -0.08268
C 0.56058 2.98584 -0.30462
C -0.42542 2.65676 -1.21856
C -1.09436 3.67311 -1.90422
C -0.75194 4.99325 -1.68525
N -0.67787 1.26152 -1.41394
C -1.31508 0.88194 -2.44464
C -1.52191 -0.53424 -2.72208
C -2.10864 -0.92793 -3.91102
C -2.19019 -2.28377 -4.20006
C -1.65310 -3.17847 -3.29502
C -1.08773 -2.69453 -2.12132
N -1.03594 -1.40004 -1.82083
H 0.92028 6.40685 1.25818
H 1.68555 4.54398 0.61955
H 1.06012 2.19567 0.23565
H -1.90135 3.47328 -2.59231
H -1.25575 5.78925 -2.21797
H -1.67286 1.56866 -3.20295
H -2.48848 -0.18203 -4.59662
H -2.64768 -2.62479 -5.11903
H -1.66612 -4.24432 -3.47451
H -0.66133 -3.38329 -1.40468
F 6.78239 0.25374 -1.24529
C 5.65170 0.21761 -0.56739
C 5.62469 0.56403 0.76978
F 6.73754 0.92469 1.38487
C 4.42853 0.51355 1.46501
F 4.49248 0.79221 2.76466
C 3.22152 0.16465 0.86264
P 1.66046 0.01336 1.84008
C 2.22332 -1.41531 2.82800
C 2.74110 -1.32307 4.11556
C 3.32346 -2.43319 4.71497
C 3.41500 -3.63388 4.02588
C 2.90668 -3.73020 2.73568
C 2.30815 -2.62974 2.14188
C 1.68850 1.47638 2.92965
C 1.00654 1.48793 4.14546
C 1.01916 2.61772 4.95032
C 1.71161 3.75217 4.55845
C 2.38909 3.75290 3.34771
C 2.37189 2.62792 2.53921
C 3.29475 -0.22930 -0.47271
Br 1.81374 -0.95881 -1.37318
C 4.48153 -0.19565 -1.18056
F 4.53062 -0.57397 -2.45430
H 2.72544 -0.38351 4.65019
H 3.72646 -2.34822 5.71681
H 3.88714 -4.49178 4.48880
H 2.98106 -4.66136 2.18726
H 1.90816 -2.71848 1.14075
H 0.43977 0.62328 4.46084
H 0.47810 2.60590 5.88818
H 1.73168 4.62703 5.19627
H 2.95447 4.62586 3.04105
H 2.93270 2.64712 1.61294
O -2.09724 1.90152 3.71767
P -1.85437 0.78213 2.64227
O -1.22128 1.34668 1.34866
O -1.06497 -0.35573 3.18103
O -3.31176 0.27576 2.23298
P -3.88724 0.12006 0.71451
O -4.68285 -1.25688 0.89811
O -4.74676 1.22176 0.28861
O -2.63736 -0.17785 -0.12037
H -2.67496 2.62447 3.43106
H -5.60809 -1.14205 0.63825
C -1.58269 -5.07370 2.84827
As -1.52733 -3.15504 2.99953
C -3.30886 -2.65989 3.48871
C -0.38810 -2.80167 4.49118
S -0.92682 -2.64734 0.98688
H -1.90221 -5.49603 3.79975
H -0.59120 -5.44033 2.59481
H -2.28549 -5.34923 2.06691
H -3.57137 -3.30892 4.32506
H -3.98340 -2.81827 2.65217
H -3.33313 -1.62347 3.79923
H -0.75359 -3.41497 5.31429
H -0.45554 -1.74488 4.72741
H 0.63307 -3.07850 4.25167
*
```

***

(6)
C34H31AsKN4S2Se as an isolated structure. Source: the OMol25 dataset; level of theory: ωB97M-V with the def2-TZVPD basis set.

## Properties
HOMO level   -10.17 eV
Kohn-Sham gap   8.30 eV

```
! RIJCOSX wB97M-V def2-TZVPD def2/J DEFGRID3
* xyz 1 1
K 1.85283 0.48902 1.74896
C -0.78971 2.99527 3.41516
C 0.28798 2.45961 4.30654
N 1.15511 1.54869 3.95283
C 2.01748 1.24157 4.99500
C 1.79965 1.95179 6.13181
S 0.47919 3.00916 5.92087
C 3.09035 0.23878 4.82264
C 3.78650 -0.33619 5.83633
S 4.99597 -1.36043 5.21072
C 4.50553 -0.97724 3.61231
N 3.50621 -0.13778 3.55498
C 5.17443 -1.59032 2.42270
H -0.82918 2.41202 2.49849
H -0.60594 4.03948 3.15731
H -1.76716 2.93502 3.89397
H 2.34810 1.91129 7.05966
H 3.64789 -0.21185 6.89852
H 6.22197 -1.80541 2.62694
H 5.11572 -0.91508 1.57154
H 4.68318 -2.52404 2.14368
C 0.53956 -4.94407 0.19320
N 0.66243 -4.14447 -1.01180
C 1.33162 -2.97530 -1.12625
Se 2.32769 -2.12242 0.16749
N 1.15631 -2.55361 -2.39594
C 0.37778 -3.45420 -3.11844
C -0.05544 -3.47792 -4.43299
C -0.83652 -4.55711 -4.81387
C -1.17184 -5.57224 -3.91174
C -0.72844 -5.54696 -2.59913
C 0.05369 -4.46603 -2.22682
H 1.13368 -4.47886 0.97279
H 0.90919 -5.95179 0.00689
H -0.50401 -4.99187 0.50304
H 1.56176 -1.69735 -2.73385
H 0.20576 -2.69395 -5.13066
H -1.19457 -4.61651 -5.83298
H -1.78344 -6.39866 -4.24753
H -0.98028 -6.33511 -1.90132
C -0.60114 0.18966 -4.95425
C -1.69308 -0.09772 -4.14980
C -1.66867 0.21374 -2.79320
C -0.54080 0.80026 -2.23479
C 0.56360 1.06798 -3.04446
C 0.53114 0.77620 -4.39983
As -0.39270 1.37412 -0.37609
C -2.17700 0.94268 0.27973
C -3.15913 1.89287 0.53729
C -4.39100 1.50183 1.05010
C -4.65032 0.16317 1.30639
C -3.67072 -0.79046 1.05806
C -2.43839 -0.40021 0.55493
C -0.54955 3.29508 -0.67000
C -1.36759 3.83325 -1.66183
C -1.45936 5.20786 -1.82059
C -0.73438 6.05758 -0.99183
C 0.08514 5.53080 -0.00582
C 0.17617 4.15196 0.15097
H -0.63267 -0.03751 -6.01298
H -2.57684 -0.55370 -4.57852
H -2.53683 0.00296 -2.18182
H 1.44441 1.53681 -2.61797
H 1.38226 1.01648 -5.02688
H -2.97276 2.94041 0.33783
H -5.15111 2.24818 1.24500
H -5.61291 -0.13791 1.69964
H -3.86566 -1.83572 1.26264
H -1.67313 -1.14801 0.37301
H -1.92862 3.17779 -2.31675
H -2.09475 5.61895 -2.59486
H -0.80607 7.13010 -1.11987
H 0.65792 6.18949 0.63487
H 0.82350 3.74612 0.92066
*
```

***

| no. | electronic energy (a.u.) |
| --- | --- |
| 1 | -3138.2402 |
| 2 | -2382.7386 |
| 3 | -4426.0055 |
| 4 | -4677.6885 |
| 5 | -9996.2473 |
| 6 | -7566.6749 |